No. 1
Formula: C22H39BN2O13S3
Source: the Open Molecules 2025 dataset
Level of theory: the ωB97M-V functional and the def2-TZVPD basis

Relative energy (zero: lowest compared OMol25 entry of this formula, charge and spin) ... 199.76 kcal per mole
SMILES string ... NC[C@@]1(B(O)O)[C@H](CCO)OC(=O)[C@@]1(CC=O)N=C=O.O=S1(=O)CCCC1.O=S1(=O)CCCC1.O=S1(=O)CCCC1
Energy ... -86218.8922 eV

Last column: Mulliken charge in e.
Geometry (Å):
N  0.168  1.482  -0.628  -0.1733
C  -0.379  2.023  -1.927  -1.1324
C  -0.803  0.894  -3.037  0.0244
B  -1.040  1.859  -4.390  0.9237
O  -1.237  3.345  -4.242  -0.6324
O  -1.119  1.343  -5.774  -0.6924
C  0.460  -0.179  -3.241  0.3715
C  1.904  0.390  -3.762  -0.6389
C  3.136  0.174  -2.651  -0.4313
O  3.068  1.271  -1.660  -0.4502
O  -0.194  -1.298  -3.979  -0.4689
C  -1.448  -1.544  -3.191  0.0101
O  -1.840  -2.794  -2.933  -0.5603
C  -2.119  -0.088  -2.715  0.8959
C  -3.418  -0.001  -3.711  -0.6201
C  -4.661  -0.998  -3.328  0.2212
O  -4.690  -1.913  -2.357  -0.5178
N  -2.344  -0.292  -1.226  -0.4566
C  -3.226  0.624  -0.708  0.6624
O  -4.328  1.219  -0.172  -0.5221
H  0.098  0.445  -0.548  0.2294
H  -0.482  1.846  0.132  0.3263
H  0.491  2.689  -2.401  0.1755
H  -1.266  2.778  -1.673  0.4456
H  -2.061  3.533  -3.699  0.3290
H  -1.061  0.343  -5.812  0.3294
H  0.778  -0.748  -2.241  0.1868
H  2.221  -0.274  -4.695  0.3187
H  1.929  1.529  -4.031  0.2424
H  4.132  0.369  -3.278  0.2901
H  3.149  -0.900  -2.186  0.2985
H  2.797  0.860  -0.786  0.3886
H  -3.882  1.097  -3.767  0.3327
H  -3.099  -0.288  -4.825  0.3002
H  -5.635  -0.911  -4.012  0.2576
C  4.820  0.557  3.837  0.0727
C  3.981  -0.702  4.053  -0.6748
C  2.603  -0.445  3.446  -0.7206
S  2.849  0.738  2.130  1.2138
O  2.177  1.970  2.486  -0.7416
O  2.641  0.082  0.854  -0.7533
C  4.599  0.955  2.385  -1.0171
H  5.878  0.381  4.049  0.0387
H  4.468  1.354  4.502  0.1271
H  4.457  -1.549  3.543  0.3432
H  3.904  -0.960  5.114  0.2843
H  2.167  -1.360  3.036  0.3977
H  1.920  -0.002  4.177  0.3564
H  4.882  1.988  2.175  0.4975
H  5.123  0.275  1.706  0.3948
C  -9.545  -2.973  -2.918  -0.5524
C  -10.647  -2.429  -3.827  -0.6034
C  -9.969  -1.804  -5.045  -0.6163
S  -8.426  -2.677  -5.261  1.0561
O  -7.337  -1.753  -5.024  -0.6703
O  -8.503  -3.495  -6.455  -0.6826
C  -8.593  -3.730  -3.833  -0.6543
H  -9.949  -3.621  -2.134  0.3389
H  -9.020  -2.141  -2.435  0.2767
H  -11.296  -3.253  -4.147  0.2925
H  -11.276  -1.699  -3.307  0.3247
H  -10.579  -1.916  -5.946  0.3269
H  -9.741  -0.748  -4.879  0.3503
H  -7.615  -3.907  -3.383  0.3889
H  -9.033  -4.675  -4.164  0.3193
C  6.585  1.360  8.650  -0.7170
C  8.085  1.645  8.699  -0.6343
C  8.720  0.979  7.480  -0.7093
S  7.451  0.926  6.223  1.2489
O  7.116  -0.458  5.964  -0.6498
O  7.792  1.853  5.162  -0.6946
C  6.158  1.643  7.217  -0.5105
H  6.031  1.975  9.364  0.3688
H  6.401  0.307  8.895  0.3147
H  8.252  2.729  8.656  0.2998
H  8.536  1.281  9.627  0.3251
H  9.575  1.549  7.109  0.3377
H  9.023  -0.049  7.698  0.3593
H  5.197  1.197  6.959  0.2832
H  6.140  2.719  7.017  0.4009



No. 2
Formula: C50H58N4O5P2S2Si2W
Source: the Open Molecules 2025 dataset
Level of theory: the ωB97M-V functional and the def2-TZVPD basis

Relative energy (zero: lowest compared OMol25 entry of this formula, charge and spin) ... 29.54 kcal per mole
Energy ... -126817.3347 eV

Last column: Mulliken charge in e.
Geometry (Å):
W  1.049  -0.561  -0.871  -0.5310
C  1.871  1.859  0.675  -0.6453
P  0.414  2.256  1.807  2.0577
C  1.230  3.694  2.625  0.4973
C  2.477  3.552  3.231  -0.5841
C  3.122  4.646  3.774  -0.8817
C  2.520  5.894  3.734  -0.5854
C  1.272  6.038  3.156  -0.6363
C  0.629  4.944  2.601  -0.3369
C  0.641  1.091  3.218  -0.3763
C  1.460  -0.031  3.278  0.2967
C  1.420  -0.868  4.383  -0.5941
C  0.571  -0.594  5.442  -0.6574
C  -0.235  0.533  5.400  -0.7291
C  -0.203  1.361  4.295  -0.9107
C  1.521  2.273  -0.710  -0.2235
C  1.793  3.391  -1.457  -1.1742
C  1.072  3.253  -2.668  -1.3703
C  0.390  2.059  -2.597  -0.1252
C  -0.830  1.586  -3.316  -1.0506
P  -1.888  0.872  -1.936  0.2967
C  -3.589  1.153  -2.639  1.1866
C  -4.513  0.118  -2.712  0.1173
C  -5.795  0.346  -3.185  -0.8040
C  -6.182  1.619  -3.565  -0.6273
C  -5.273  2.662  -3.483  -0.9604
C  -3.989  2.431  -3.027  -1.0376
C  -2.107  2.274  -0.753  0.7441
C  -2.924  1.953  0.329  -1.1743
C  -3.246  2.900  1.282  -0.8286
C  -2.747  4.188  1.171  -0.6367
C  -1.948  4.520  0.091  -0.5908
C  -1.635  3.575  -0.871  0.0222
N  0.664  1.431  -1.393  0.7369
H  2.009  0.759  0.682  -0.5358
H  2.793  2.335  1.012  1.3124
H  2.959  2.585  3.264  0.3384
H  4.100  4.530  4.223  0.4262
H  3.033  6.752  4.144  0.3846
H  0.802  7.010  3.131  0.4479
H  -0.334  5.054  2.129  0.0877
H  2.155  -0.268  2.485  0.4457
H  2.056  -1.741  4.404  0.4811
H  0.552  -1.247  6.303  0.3929
H  -0.899  0.755  6.224  0.4351
H  -0.845  2.233  4.250  0.3851
H  2.433  4.205  -1.181  0.6112
H  1.048  3.949  -3.486  0.5885
H  -0.630  0.771  -4.020  0.2861
H  -1.320  2.404  -3.854  0.6305
H  -4.224  -0.876  -2.406  0.3473
H  -6.496  -0.474  -3.251  0.4449
H  -7.186  1.797  -3.923  0.3744
H  -5.576  3.659  -3.767  0.4338
H  -3.302  3.262  -2.957  0.2852
H  -3.324  0.948  0.399  0.6835
H  -3.904  2.648  2.102  0.5416
H  -2.997  4.933  1.912  0.3694
H  -1.572  5.526  -0.017  0.3879
H  -1.016  3.864  -1.704  0.3046
O  3.974  1.436  -1.628  -0.4121
C  3.658  0.438  -2.221  -0.5022
O  2.563  -0.231  -1.981  0.2341
H  4.245  0.039  -3.072  0.1936
N  -0.255  -0.629  0.515  0.5254
C  -1.089  -0.402  1.407  -0.3221
N  -1.721  -1.006  2.369  1.3032
C  -1.526  -2.388  2.806  0.2909
C  -2.865  -3.124  2.751  -0.6282
O  -3.855  -2.458  3.508  -0.4398
C  -4.046  -1.142  3.045  -0.8106
C  -2.742  -0.340  3.150  0.0246
H  -1.171  -2.367  3.841  0.3592
H  -0.784  -2.875  2.172  -0.6291
H  -2.760  -4.117  3.188  0.3913
H  -3.199  -3.229  1.710  0.2735
H  -4.819  -0.698  3.676  0.3939
H  -4.394  -1.154  1.999  0.3562
H  -2.428  -0.326  4.199  0.1833
H  -2.862  0.680  2.793  -0.2258
O  4.221  0.370  1.033  -0.4682
S  4.152  -0.953  0.475  0.7401
O  4.816  -1.163  -0.786  -0.7401
N  2.534  -1.395  0.312  -0.0791
C  2.383  -2.636  0.951  0.6145
S  0.904  -3.431  0.671  -0.6211
C  3.482  -3.085  1.702  0.2527
C  3.640  -4.258  2.472  -0.7800
C  4.809  -4.446  3.168  -0.5905
C  5.841  -3.499  3.158  -0.6805
C  5.729  -2.364  2.364  -0.7690
C  4.575  -2.189  1.647  0.6020
H  2.846  -4.988  2.492  0.5098
H  4.938  -5.350  3.746  0.4244
H  6.725  -3.650  3.756  0.4531
H  6.518  -1.630  2.311  0.5535
C  3.151  -2.920  -2.862  -0.9261
Si  1.590  -2.195  -3.709  0.6730
C  1.146  -3.541  -4.997  -1.4079
C  1.852  -0.625  -4.789  -0.8096
C  0.318  -2.009  -2.301  0.8081
Si  -1.460  -2.556  -2.665  0.8134
C  -1.556  -4.437  -3.018  -1.5175
C  -2.195  -1.707  -4.215  -0.9710
C  -2.471  -2.417  -1.040  -0.2228
H  4.069  -2.557  -3.313  0.3744
H  3.174  -4.005  -2.920  0.4106
H  3.190  -2.636  -1.807  0.1166
H  1.944  -3.666  -5.719  0.4086
H  0.241  -3.310  -5.546  0.3844
H  0.998  -4.500  -4.519  0.3373
H  2.831  -0.676  -5.257  0.5107
H  1.807  0.302  -4.220  0.0435
H  1.125  -0.566  -5.592  0.3477
H  0.630  -2.855  -1.652  -0.7335
H  -1.152  -4.694  -3.989  0.3993
H  -2.578  -4.801  -2.984  0.3833
H  -0.991  -4.988  -2.272  0.3209
H  -1.487  -1.751  -5.036  0.3884
H  -2.460  -0.668  -4.058  0.1232
H  -3.093  -2.225  -4.531  0.4942
H  -1.978  -3.030  -0.288  0.0218
H  -3.485  -2.791  -1.158  0.6260
H  -2.524  -1.403  -0.652  -0.1515



No. 3
Formula: C3H7N
Source: the Open Molecules 2025 dataset
Level of theory: the ωB97M-V functional and the def2-TZVPD basis

Relative energy (zero: lowest compared OMol25 entry of this formula, charge and spin) ... 61.61 kcal per mole
SMILES string ... C=C.C=N
Energy ... -4711.4852 eV

Last column: Mulliken charge in e.
Geometry (Å):
C  -1.412  -0.703  0.044  -0.7232
C  -2.074  0.482  0.149  -0.3674
H  -0.774  -1.094  0.835  0.3582
H  -1.911  -1.427  -0.633  0.2291
H  -1.678  1.257  0.742  0.2882
H  -3.084  0.667  -0.250  0.2329
C  2.603  0.201  -0.122  -0.2750
N  1.488  -0.286  0.254  -0.4559
H  2.633  1.236  -0.481  0.2276
H  3.544  -0.419  -0.148  0.2272
H  0.666  0.085  -0.389  0.2583